Density functional theory data (ωB97M-V with the def2-TZVPD basis set) for a cluster of 14 separate species, C68H178N14O20 in total.

As for the energy above the lowest of the compared OMol25 structures with the same formula, charge and spin: 2.5003 eV. For the LUMO energy, the calculation gives 0.3 eV. As for the HOMO-LUMO gap: 8.699 eV. As for the total charge: 0. Its spin multiplicity is 1. As for the total energy: -135198.4912 eV. For the HOMO energy, the calculation gives -8.376 eV.

Geometry as XYZ:
```
280
Properties=species:S:1:pos:R:3:forces:R:3
C 0.1116 -3.9450 2.5515 0.011 -0.196 1.207
C -0.3069 -4.2971 1.1499 0.578 -0.713 0.551
C -0.4033 -5.7963 1.0435 -0.331 -1.219 -0.341
O 0.8994 -6.3394 1.2820 -0.301 1.356 -0.362
C 0.9470 -7.6819 1.5910 0.731 -1.071 -0.112
N -1.5541 -3.7098 0.7536 0.072 1.878 -1.279
H 0.9976 -4.5010 2.8968 -0.309 0.191 -0.198
H -0.7213 -4.1618 3.2293 -0.001 -0.400 0.047
H 0.2624 -2.8960 2.7408 0.369 0.535 -0.437
H 0.5318 -4.0702 0.4749 -0.567 0.547 -0.209
H -0.7836 -6.0670 0.0270 0.410 0.067 0.503
H -1.1391 -6.2221 1.7586 0.299 0.265 -0.053
H 2.0163 -8.0123 1.5036 -0.943 0.264 0.145
H 0.3533 -8.2601 0.8754 -0.014 -0.208 0.061
H 0.5929 -7.8881 2.6102 -0.028 -0.016 -0.068
H -1.4380 -2.6812 0.6729 -0.304 -0.911 0.001
H -2.3377 -3.8449 1.3754 0.194 -0.448 0.377
C 4.2488 -0.8208 0.1346 -0.063 -0.637 -0.544
C 4.6683 -1.1527 1.5629 0.108 0.366 0.776
C 3.5024 -1.7368 2.3947 0.052 0.624 -0.439
O 3.9214 -1.7893 3.7321 0.195 -0.594 0.744
C 2.9631 -2.3204 4.6151 -0.311 -0.414 1.806
N 5.7991 -2.0676 1.4480 -0.230 0.020 -1.283
H 3.9150 -1.7271 -0.4435 0.229 0.554 0.723
H 5.1398 -0.4689 -0.3770 0.099 0.186 -0.189
H 3.4745 -0.0685 0.0216 -0.133 0.136 0.271
H 5.0819 -0.2303 2.0997 -0.932 -0.939 -0.628
H 3.1557 -2.7262 2.0217 0.377 0.294 0.096
H 2.6500 -1.0581 2.3609 -0.386 0.217 -0.317
H 3.3795 -2.5038 5.6517 0.159 0.380 -1.312
H 2.5579 -3.2891 4.3069 0.141 0.010 -0.389
H 2.0980 -1.6657 4.8245 0.231 0.150 -0.518
H 5.9751 -2.6014 2.2618 0.117 -0.229 1.288
H 5.5205 -2.7560 0.7566 0.197 -0.189 -0.240
C -3.0011 2.0381 -4.3496 -1.326 0.605 -0.638
C -1.6240 2.7110 -4.1923 -1.239 0.195 -0.836
C -1.3974 3.8044 -5.2625 -1.050 -0.672 -0.326
O -1.6095 3.1693 -6.5311 0.535 0.373 0.016
C -1.5375 4.0432 -7.6323 0.929 0.929 0.197
N -1.5033 3.1239 -2.8452 -0.668 1.966 1.693
H -3.8898 2.6657 -4.0355 1.191 -0.047 -0.124
H -3.1243 1.1470 -3.7552 0.411 -0.380 0.358
H -3.2462 1.7625 -5.3839 0.413 0.058 0.162
H -0.8737 1.9747 -4.3122 0.890 -0.975 -0.778
H -0.3806 4.2174 -5.1940 -0.199 0.137 0.016
H -2.2012 4.5760 -5.1769 0.720 -0.095 0.260
H -1.9320 3.5288 -8.4797 -0.108 -0.511 -0.633
H -0.5005 4.4298 -7.8813 -0.813 -0.634 0.455
H -2.1559 4.9402 -7.5073 -0.111 0.000 0.293
H -0.6053 3.5653 -2.5975 -0.211 -0.326 -0.290
H -2.2709 3.8069 -2.6539 0.768 -0.712 0.196
C 4.5759 2.4769 6.7481 0.090 -1.485 1.105
C 3.9126 1.2496 6.0517 0.525 0.631 0.899
C 2.9262 1.6582 4.9894 0.208 -0.156 -0.643
O 3.6366 2.3890 3.9843 0.028 -0.500 0.488
C 2.7298 2.8575 3.0286 0.078 0.841 0.462
N 4.9540 0.3057 5.5895 0.544 1.050 0.784
H 5.4366 2.8206 6.2021 0.299 0.252 -0.377
H 4.9385 2.1174 7.7593 -0.294 0.519 -1.016
H 3.8987 3.3080 6.9128 -0.212 0.028 -0.049
H 3.2775 0.8125 6.8401 0.182 -0.358 -0.183
H 2.1245 2.3111 5.4559 0.580 -0.755 -0.571
H 2.4876 0.7047 4.5303 0.157 1.211 0.471
H 2.2167 1.9891 2.6138 -0.795 0.244 -0.074
H 3.2391 3.3567 2.2115 0.410 -0.018 -0.012
H 2.1353 3.6495 3.5420 -0.517 -0.753 -0.709
H 4.6600 -0.1503 4.7308 0.583 0.070 0.025
H 5.9066 0.7661 5.5560 -1.841 -0.860 -0.425
C -4.9562 -3.0819 2.2748 -1.232 -0.296 -1.059
C -3.9423 -3.1768 3.3456 0.325 -1.247 1.016
C -4.5227 -2.4522 4.5849 1.823 -1.149 -0.241
O -4.2881 -1.0796 4.3117 -0.617 0.189 1.645
C -4.4757 -0.1986 5.4385 -1.775 0.234 -1.784
N -3.6625 -4.6364 3.5752 -0.747 -0.305 1.560
H -5.8383 -3.6716 2.6032 0.344 0.196 -0.073
H -4.6611 -3.5529 1.3161 0.011 0.673 0.330
H -5.3185 -2.0471 2.1994 0.195 -0.401 -0.455
H -2.9384 -2.7297 3.1339 -0.944 -0.029 -0.040
H -3.8844 -2.9128 5.3727 -0.281 1.071 0.359
H -5.5602 -2.7685 4.8208 0.186 0.588 -0.373
H -5.5345 0.0251 5.6673 -0.071 -0.550 -0.349
H -4.1244 0.7682 5.1211 0.797 0.242 0.150
H -4.0992 -0.5702 6.3443 1.237 -0.504 1.097
H -2.8116 -4.7475 4.1742 -1.190 0.067 -0.526
H -4.4950 -5.1252 4.0768 1.952 1.190 -1.114
C -1.5140 7.0063 1.2713 -0.393 1.042 0.310
C -0.5587 6.0272 0.7079 1.176 -0.700 -0.704
C -1.0156 4.6136 1.0341 -0.849 0.702 -0.203
O -0.6753 4.3212 2.3394 0.236 -0.618 1.248
C -1.3060 3.1520 2.8676 1.843 0.265 0.814
N -0.4308 6.1576 -0.7474 -0.568 -1.425 -1.109
H -1.4717 7.0107 2.3445 -0.270 -0.245 0.682
H -2.5314 6.8479 0.9083 0.087 -0.175 0.107
H -1.2499 8.0168 1.0003 0.258 0.460 -0.294
H 0.4594 6.1133 1.1627 -0.665 0.243 -0.274
H -0.6570 3.8603 0.3901 1.082 -0.881 -1.229
H -2.0907 4.5839 0.8806 -0.567 0.006 0.201
H -1.0580 3.1929 3.9633 -0.172 -0.436 -1.014
H -0.9665 2.1777 2.4079 -0.209 1.032 0.295
H -2.3479 3.2788 2.7655 -1.527 -0.168 -0.205
H -1.1630 5.6165 -1.2581 0.719 0.376 0.687
H -0.5451 7.0781 -1.1372 0.084 0.521 0.493
C 0.0684 -0.2202 -0.2477 -0.706 1.002 -0.761
C -1.0730 -0.5066 -1.1973 -0.290 -2.211 0.221
C -2.4792 -0.0646 -0.7268 0.308 -2.087 -0.749
O -2.7266 -0.5363 0.6153 0.748 0.778 -1.194
C -4.0220 -0.1415 0.9251 -0.277 0.597 0.241
N -0.6719 -0.1716 -2.5390 -0.089 0.435 -0.805
H 0.1535 0.8665 -0.4004 0.632 -0.236 0.729
H 0.9604 -0.7444 -0.6219 -0.190 0.248 0.460
H -0.2456 -0.4665 0.7636 0.398 0.032 0.209
H -1.1547 -1.6165 -1.2504 -0.149 0.419 0.176
H -3.1406 -0.6872 -1.4026 0.132 1.024 0.418
H -2.7248 0.9894 -0.8032 0.243 0.347 -0.130
H -4.1246 -0.2358 1.9778 -0.327 -0.080 1.003
H -4.7590 -0.7488 0.4322 -0.486 -0.459 -0.378
H -4.2298 0.9021 0.6388 0.195 -0.042 0.069
H -0.7552 0.8093 -2.7595 0.023 0.446 0.437
H -1.2287 -0.6359 -3.2457 -0.145 -0.373 0.175
C -1.9274 -5.6391 -4.9305 0.483 1.213 -0.858
C -0.8399 -4.6071 -4.6325 0.547 -0.792 2.105
C -1.1115 -3.9574 -3.2249 0.942 1.030 -2.166
O -2.1509 -2.9771 -3.3442 -0.352 -0.928 0.132
C -3.3793 -3.4955 -2.7886 0.355 2.692 -0.098
N 0.4845 -5.2536 -4.6207 0.124 -0.874 0.331
H -1.6975 -6.1583 -5.8511 0.123 -0.388 -0.085
H -2.8806 -5.1429 -5.0910 -0.155 0.046 0.156
H -1.9910 -6.2941 -4.0935 -0.191 -0.850 0.528
H -0.8186 -3.8299 -5.3606 -0.049 0.652 -0.601
H -0.1655 -3.4364 -2.9679 -0.566 -0.092 0.192
H -1.3011 -4.7441 -2.5077 -0.285 -0.083 0.488
H -3.6267 -4.4542 -3.1361 -0.393 -1.289 -0.923
H -4.2042 -2.7434 -3.0512 1.163 -1.129 0.724
H -3.1237 -3.6076 -1.7489 -0.816 0.209 0.913
H 1.2789 -4.6443 -4.3965 -0.683 0.025 -0.226
H 0.5191 -6.0568 -3.9676 -0.171 0.708 -0.556
C 1.2599 -1.6369 -5.5214 -1.228 -1.552 1.251
O 2.1847 -2.5698 -4.9345 -0.162 1.299 0.457
C 2.5932 -2.0574 -3.6525 0.088 0.293 0.396
C 3.4906 -0.8185 -3.7504 1.470 -1.253 -0.229
N 4.6791 -1.0465 -4.6771 -1.345 0.121 0.742
C 5.4160 0.1898 -4.8820 -0.665 1.364 0.781
C 6.7465 0.2255 -4.1237 -2.004 0.789 -1.010
O 7.3301 1.5021 -4.4022 -0.552 -0.788 0.943
C 8.6729 1.5063 -4.0164 0.935 -1.087 0.065
H 0.3346 -1.5880 -4.8959 0.680 0.222 -0.182
H 0.9339 -2.0181 -6.4546 -0.043 -0.636 -1.020
H 1.6302 -0.6629 -5.6952 0.741 1.126 0.100
H 3.1450 -2.8259 -3.1296 0.194 -0.547 -0.163
H 1.7123 -1.8253 -3.0043 0.343 0.032 -0.586
H 3.9162 -0.5560 -2.7600 -0.322 -0.337 -0.347
H 2.9004 0.0218 -4.0330 -0.446 0.939 -0.561
H 4.3718 -1.4194 -5.5786 -0.114 0.120 0.590
H 4.8613 1.0822 -4.4470 0.310 -0.879 -0.524
H 5.4833 0.4097 -5.9359 0.543 0.016 -0.434
H 7.3691 -0.5682 -4.4337 1.048 -0.880 -0.515
H 6.4052 -0.0176 -3.1136 0.708 0.626 0.639
H 8.8287 1.4905 -2.9081 -0.247 0.080 -0.640
H 9.1536 2.3947 -4.4389 -0.042 -0.262 0.066
H 9.1248 0.5448 -4.4255 0.072 1.231 0.423
C -0.2591 -0.2934 4.0103 -0.482 3.644 -1.840
O -0.0838 -0.4356 5.3380 0.885 -0.872 1.943
C -0.5432 0.5820 6.1440 0.476 0.619 2.339
C -0.5131 0.0916 7.6072 0.481 0.509 -1.326
N 0.8539 -0.2557 7.9406 0.479 -0.350 -0.140
C 0.9731 -0.8473 9.2620 -2.577 0.513 -0.082
C 2.3603 -1.0968 9.6037 1.209 -1.076 -0.994
O 2.7130 -2.2419 8.7757 0.612 1.185 0.835
C 4.1213 -2.2599 8.5526 -1.023 -0.354 -1.075
H 0.2386 -1.0836 3.5229 0.181 -1.005 -0.725
H 0.2686 0.6908 3.6671 -0.799 -1.406 0.210
H -1.3463 -0.1696 3.7438 0.771 -0.426 -0.065
H -1.5211 0.8686 5.9064 -2.029 0.082 -0.620
H -0.0334 1.5636 6.1657 0.813 -0.523 -0.719
H -1.1253 -0.7784 7.6700 -0.973 -0.862 0.163
H -0.9626 0.8815 8.2341 0.539 -0.258 0.041
H 1.2006 -0.9587 7.2833 -0.240 0.427 -0.102
H 0.3529 -1.7972 9.3780 0.603 0.937 -0.015
H 0.5454 -0.0594 9.8742 -0.102 -0.187 0.834
H 2.5168 -1.3366 10.6407 0.036 -0.203 0.617
H 2.9716 -0.2185 9.3509 0.015 -0.201 -0.092
H 4.6756 -2.2899 9.4741 0.342 -0.101 0.473
H 4.4101 -1.3979 7.9437 0.189 0.040 0.069
H 4.2540 -3.1635 7.9593 0.529 -0.030 0.126
C 5.8000 2.8625 -1.1468 -0.608 -0.230 -0.054
O 4.4789 2.5083 -1.5394 -0.572 0.109 -0.052
C 3.4539 2.8059 -0.5850 0.336 0.136 0.438
C 2.0311 2.6242 -1.1626 0.354 1.540 -0.417
N 1.5382 3.8090 -1.9698 -0.363 -0.987 0.793
C 2.2126 4.2732 -3.1755 0.045 -1.280 -0.511
C 2.3121 3.0956 -4.1731 -0.749 -0.892 -0.797
O 2.2650 3.5461 -5.5609 1.151 -0.191 1.583
C 2.1328 2.4165 -6.4006 -0.734 0.441 -0.809
H 5.8791 3.9393 -1.0047 0.160 0.201 -0.200
H 6.4446 2.4814 -1.9301 0.149 0.312 -0.277
H 6.1338 2.3897 -0.2262 -0.279 -0.260 0.402
H 3.5355 3.8620 -0.2290 0.110 -0.477 -0.204
H 3.6450 2.1511 0.2867 -0.344 0.193 -0.139
H 1.2955 2.4054 -0.3535 0.664 0.668 -0.414
H 1.9961 1.7371 -1.7708 0.115 -0.415 -0.512
H 1.3066 4.5967 -1.3822 -0.051 0.059 0.259
H 3.1944 4.7647 -2.9648 -0.477 -0.480 -0.456
H 1.5637 4.9618 -3.7164 -0.076 0.461 0.417
H 1.5126 2.2653 -4.1025 0.367 1.593 0.513
H 3.1936 2.5035 -3.9833 0.837 0.045 -0.156
H 1.0249 2.2605 -6.3924 0.795 -0.957 -0.319
H 2.7648 1.5305 -6.1368 -0.636 0.632 0.209
H 2.4416 2.7104 -7.4254 -0.240 -0.056 0.556
C -10.7433 -3.4241 -0.4428 1.241 1.303 1.658
O -10.9542 -2.0768 0.0105 0.152 0.044 -0.560
C -10.7254 -1.1529 -1.0591 -0.138 0.548 0.025
C -10.8001 0.3227 -0.5430 -0.254 -1.290 -0.579
N -9.8452 0.6854 0.4591 -0.113 1.238 -0.784
C -8.4835 0.8613 0.0346 1.226 -1.542 -0.264
C -7.7158 1.3174 1.2625 -0.488 -1.745 0.068
O -7.6977 0.1316 2.0999 -0.375 0.320 -0.101
C -7.2715 0.2676 3.4495 0.455 1.297 -1.485
H -9.7640 -3.4533 -0.8887 0.628 -0.331 -0.227
H -11.4353 -3.6963 -1.1671 -1.568 -0.546 -1.360
H -10.7730 -4.1099 0.4071 -0.119 0.266 -0.046
H -11.4652 -1.3350 -1.8761 0.328 0.250 0.459
H -9.7225 -1.2702 -1.5035 -0.099 -0.392 0.173
H -11.8055 0.4934 -0.1813 -0.272 0.127 0.211
H -10.6366 0.9804 -1.3899 -0.136 0.080 -0.350
H -9.8221 0.0297 1.1812 -0.238 -1.225 1.445
H -8.3943 1.5360 -0.8025 -0.116 0.543 -0.176
H -8.0161 -0.1027 -0.2928 -0.173 0.474 -0.004
H -8.3765 2.1072 1.5747 0.220 0.660 1.225
H -6.6768 1.5617 1.1473 0.457 0.719 -0.512
H -8.0601 0.7035 4.0315 -0.470 0.123 0.630
H -6.3913 0.9377 3.5002 -0.168 -0.267 0.073
H -6.9881 -0.7067 3.7744 0.102 -0.669 0.412
C -2.0556 7.3763 -3.8196 -0.120 -0.171 -1.276
O -2.8728 6.6349 -2.9230 0.343 0.779 0.371
C -4.1393 6.1919 -3.3503 0.124 -0.028 -0.358
C -4.9831 5.6428 -2.1944 0.936 1.120 0.087
N -4.1986 4.6821 -1.4233 -0.237 0.106 -0.067
C -4.9482 3.9576 -0.4296 -0.127 0.209 1.077
C -5.4695 4.7303 0.8181 0.582 0.393 -0.754
O -4.3131 5.3753 1.3510 -0.202 -0.065 0.287
C -4.5278 6.0112 2.5885 -1.430 -0.837 0.593
H -1.2848 6.7920 -4.2919 0.895 -0.959 0.707
H -1.5968 8.2117 -3.3100 -0.074 0.201 0.192
H -2.4399 7.7088 -4.8099 -1.227 0.316 0.986
H -3.9506 5.4449 -4.1059 -0.279 -0.775 -0.265
H -4.6967 6.9742 -3.8573 -0.128 0.481 0.022
H -5.8484 5.1950 -2.7046 0.025 -0.046 0.623
H -5.2650 6.5120 -1.5313 -0.250 -0.680 -0.731
H -3.5256 5.2127 -0.8891 0.462 0.234 -0.197
H -4.2652 3.2456 0.0720 -0.292 -0.141 -0.685
H -5.7739 3.4675 -0.9284 -0.214 -0.481 0.080
H -5.8718 3.9500 1.4662 -0.004 0.113 0.483
H -6.2345 5.5027 0.6777 -0.136 -0.203 -0.357
H -3.6309 6.2944 3.0648 1.392 -0.005 0.152
H -5.0715 5.3494 3.2823 0.209 -0.139 -0.119
H -5.1258 6.9108 2.5841 -0.426 0.481 -0.762
C 10.8080 -5.4719 -4.7222 -0.298 0.274 2.022
O 9.9999 -4.5518 -3.9842 -1.346 0.514 -1.807
C 8.8707 -4.0448 -4.8522 1.105 -0.514 1.229
C 7.8896 -3.4292 -3.9056 -0.817 -0.134 0.336
N 7.1776 -4.5014 -3.1515 2.926 0.269 0.606
C 6.2365 -3.8951 -2.2682 -2.448 -0.477 0.128
C 5.2802 -4.9862 -1.7123 1.224 0.666 -2.013
O 4.4096 -4.2959 -0.8825 -1.438 -0.229 0.399
C 3.3071 -5.0561 -0.4058 0.501 -1.648 0.135
H 11.4592 -4.9693 -5.3731 0.963 0.908 -1.137
H 10.1954 -6.1324 -5.2911 -0.436 -0.851 -0.331
H 11.4372 -5.9918 -3.9846 -0.361 -0.095 -0.282
H 8.3154 -4.9123 -5.2044 0.400 -0.215 -0.682
H 9.2252 -3.3708 -5.6729 -0.104 -0.585 0.728
H 7.0573 -2.9433 -4.4001 0.155 0.482 -0.624
H 8.3779 -2.6921 -3.2568 0.002 -0.028 0.112
H 7.9537 -4.8968 -2.5492 -1.266 0.110 -0.842
H 5.5453 -3.1944 -2.7822 0.484 -0.378 -0.365
H 6.6226 -3.2636 -1.4861 0.634 0.016 0.750
H 5.8079 -5.7641 -1.2344 0.972 -0.813 1.443
H 4.9364 -5.5911 -2.6142 -0.866 1.215 0.760
H 2.9670 -5.7618 -1.2020 -0.126 0.663 0.470
H 2.5140 -4.4354 -0.0294 -0.250 0.607 -0.391
H 3.5349 -5.6985 0.4835 0.390 0.365 -0.619
```
Forces are in eV/Å.